[1]
A molecular structure, CH3I2NS, computed with the ωB97M-V functional and the def2-TZVPD basis.

```
8
Properties=species:S:1:pos:R:3:mulliken_charge:R:1
C 0.047 0.531 1.641 -0.23
N -0.490 -0.598 1.641 -0.45
S 0.454 0.362 -1.998 -0.30
I -1.845 0.213 -2.526 0.11
I 0.457 -2.246 0.921 0.11
H -0.550 1.341 2.046 0.28
H 1.041 0.792 1.282 0.30
H 0.885 -0.396 -3.008 0.18
```

Output
- energy (eV) = -29610.8285
- HOMO (eV) = -8.92
- orbital gap (eV) = 8.20

=====

[2]
A molecular structure, CH3I2O2P at a distorted geometry, computed with the ωB97M-V functional and the def2-TZVPD basis.

```
9
Properties=species:S:1:pos:R:3:mulliken_charge:R:1
C -1.358 -0.036 0.344 -0.56
O 0.347 0.003 -2.248 -0.62
O -0.010 -0.069 0.810 -0.19
P 1.156 0.000 -0.236 0.38
I 2.582 -1.833 0.359 0.09
I 2.353 2.027 0.259 0.08
H -1.366 0.059 -0.743 0.36
H -1.861 0.812 0.809 0.23
H -1.843 -0.964 0.645 0.23
```

Output
- energy (eV) = -30668.1336
- HOMO (eV) = -9.52
- orbital gap (eV) = 7.80